Formula: C42H34Cl2GeN6NiO3S2Si
Source: the Open Molecules 2025 dataset
Level of theory: ωB97M-V with the def2-TZVPD basis set

```
92
Properties=species:S:1:pos:R:3:forces:R:3
Ni -0.407942 0.447504 1.009943 0.3 -0.3 -0.6
S -0.432757 0.130100 3.439963 -0.1 0.0 0.6
C 1.649621 -0.370199 3.968010 0.1 0.0 0.0
C 2.392673 -0.822060 5.152693 0.0 0.0 -0.1
N 2.931395 -1.170150 6.105361 0.0 0.0 0.0
C 2.541203 -0.184873 2.728281 0.1 -0.1 0.0
S 1.962285 0.365949 1.223386 -0.1 0.2 0.1
C 3.891259 -0.560179 2.794845 -0.1 0.1 0.4
N 5.008558 -0.875491 2.848511 0.0 0.2 0.3
C -1.985475 3.848733 0.573653 0.0 0.0 -0.1
Si -0.456157 2.760924 0.803986 0.0 0.1 0.2
C 0.191750 3.410248 2.456678 0.0 0.1 0.0
C 0.809008 3.382379 -0.476699 0.1 0.0 0.0
C 0.950636 4.766384 -0.617004 0.0 0.0 0.0
C 1.845113 5.324491 -1.522186 0.0 0.0 0.0
C 2.623842 4.502395 -2.324297 0.0 0.0 0.0
C 2.505254 3.125054 -2.199961 0.0 0.0 0.0
C 1.617235 2.579162 -1.283826 0.1 0.1 0.0
H -1.667772 4.895743 0.572778 0.0 0.0 0.0
H -2.662803 3.712095 1.420122 0.0 0.0 0.0
H -2.525153 3.641797 -0.348915 0.0 0.0 0.0
H 0.264362 4.501623 2.367189 0.0 0.0 0.0
H 1.167768 3.003521 2.714249 0.0 0.0 0.0
H -0.479513 3.189141 3.291122 0.0 0.0 0.0
H 0.353464 5.435121 -0.006645 0.0 0.0 0.0
H 1.926606 6.403118 -1.604165 0.0 0.0 0.0
H 3.316864 4.930229 -3.040103 0.0 0.0 0.0
H 3.097070 2.466463 -2.827192 0.0 0.0 0.0
H 1.547690 1.501381 -1.213501 0.1 0.1 0.0
N -0.517467 -3.859114 1.056880 -0.3 0.2 0.4
C -0.324472 -2.613129 1.591256 0.0 -0.2 -0.1
O -0.831066 -1.638887 1.001861 -0.2 0.1 0.1
C 0.443769 -2.490432 2.796371 0.1 0.0 0.1
C 1.246664 -3.594907 3.183200 -0.1 0.1 0.0
N 1.844284 -4.555055 3.425333 0.0 0.0 0.0
C 0.503103 -1.265570 3.456234 0.0 0.1 -0.1
N 0.835467 0.829925 4.235352 0.0 0.0 -0.1
H -0.738629 -3.850784 0.072809 0.0 0.0 0.2
H 0.092562 -4.598257 1.369095 0.0 0.0 0.0
Cl 0.871957 -4.061998 -1.544441 0.3 -0.1 -0.6
C 2.238602 -3.255541 -0.815551 0.1 0.1 0.0
C 2.900696 -3.896144 0.215091 0.0 0.0 0.0
C 4.007464 -3.288040 0.786023 0.0 0.0 -0.1
C 4.453172 -2.073514 0.297478 0.1 -0.1 -0.4
C 3.766258 -1.440284 -0.727994 0.1 -0.2 0.1
Cl 4.342731 0.110109 -1.231235 0.1 0.1 0.1
C 2.611716 -1.990875 -1.292661 0.0 -0.1 -0.1
N 1.734573 -1.325893 -2.157295 0.2 0.0 -0.2
C 2.043558 -0.619658 -3.301300 -0.1 -0.1 0.1
C 3.275979 -0.738792 -3.946574 0.0 0.0 -0.1
C 3.563566 0.022820 -5.067582 0.0 0.0 0.0
C 2.622427 0.904859 -5.577857 0.0 0.0 0.0
C 1.370959 0.970871 -4.976008 0.0 0.0 0.0
C 1.042833 0.206622 -3.866233 0.0 -0.1 0.0
C -0.386352 0.192395 -3.361666 -0.1 0.0 0.0
C -0.635376 0.798398 -1.975545 -0.1 0.1 -0.2
O -1.228314 1.872853 -1.861421 -0.1 -0.4 0.0
O -0.174437 0.082949 -1.018445 -0.2 0.2 0.3
H 2.540049 -4.852087 0.569484 0.0 0.0 0.0
H 4.510657 -3.749629 1.624619 0.0 0.0 0.0
H 5.291400 -1.565430 0.752971 0.0 -0.2 -0.2
H 0.902299 -0.975774 -1.659645 -0.1 0.0 0.0
H 4.019794 -1.413892 -3.541236 0.0 0.0 0.0
H 4.537254 -0.069757 -5.534958 0.0 0.0 0.0
H 2.848572 1.520428 -6.439540 0.0 0.0 0.0
H 0.609368 1.625355 -5.386162 0.0 0.0 0.0
H -0.729615 -0.847847 -3.305853 0.0 0.0 0.0
H -1.020158 0.716981 -4.074610 0.0 0.0 0.0
Ge -2.741240 0.596724 0.719264 -0.2 0.0 0.0
C -3.344152 -0.573319 -0.768882 0.0 0.0 0.0
C -3.869157 0.041408 -1.907435 0.1 0.0 0.0
C -4.310915 -0.700662 -2.996697 0.0 0.0 0.0
C -4.246750 -2.086499 -2.967437 0.0 0.0 0.0
C -3.744868 -2.717870 -1.837508 0.0 0.0 0.0
C -3.298055 -1.968297 -0.756229 0.0 0.0 0.0
C -3.633330 -0.082006 2.361128 0.1 0.0 0.1
C -3.496812 -1.385690 2.845169 0.0 0.0 0.0
C -4.081504 -1.779576 4.042004 0.0 0.0 0.0
C -4.813342 -0.870810 4.794046 0.0 0.0 0.0
C -4.959178 0.430408 4.334813 0.0 0.0 0.0
C -4.374999 0.813663 3.133505 0.0 0.0 0.0
H -3.627095 1.831134 0.442598 0.0 0.0 0.0
H -3.908040 1.122982 -1.952764 0.0 0.0 0.0
H -4.697014 -0.192580 -3.873499 0.0 0.0 0.0
H -4.583062 -2.669520 -3.817378 0.0 0.0 0.0
H -3.691452 -3.800598 -1.799641 0.0 0.0 0.0
H -2.896182 -2.482708 0.105244 0.0 0.0 0.0
H -2.915581 -2.109163 2.288623 0.0 0.0 0.0
H -3.949222 -2.795823 4.394941 0.0 0.0 0.0
H -5.258173 -1.171944 5.735375 0.0 0.0 0.0
H -5.523556 1.151209 4.916059 0.0 0.0 0.0
H -4.498268 1.835650 2.788180 0.0 0.0 0.0
```
Positions in Å, forces in eV/Å.

Computed properties:
Total charge: -2
Spin multiplicity: 3
Total energy: -7766.70014 hartree
HOMO (spin up / spin down): -1.7622 / -2.5011 eV
Orbital gap (spin up / spin down): 5.9 / 6.7 eV

---

Formula: C42H35As2Cl5IrN3O3
Source: the Open Molecules 2025 dataset
Level of theory: ωB97M-V with the def2-TZVPD basis set

```
91
Properties=species:S:1:pos:R:3:forces:R:3
Ir 0.457019 0.919866 0.088819 0.5 -3.1 0.7
Cl 5.511748 0.356290 5.307469 0.0 0.0 0.1
C 4.627351 0.295987 3.849860 -0.2 0.0 -0.2
C 3.234624 0.349378 3.870819 0.3 0.0 0.2
Cl 2.388753 0.430034 5.358753 -0.1 0.0 0.0
C 2.537306 0.340532 2.673777 0.7 -0.3 -0.6
Cl 0.810117 0.413506 2.679718 -1.0 0.7 -0.8
C 3.155276 0.253038 1.416755 0.4 0.2 1.1
O 2.493405 0.248701 0.301119 -1.5 1.3 -1.5
C 4.566927 0.171436 1.427829 -0.4 0.1 0.0
Cl 5.355608 0.097391 -0.087592 0.1 0.0 -0.2
C 5.287463 0.198525 2.615560 -0.1 -0.1 0.1
Cl 6.993534 0.105110 2.580185 0.0 0.0 0.0
O -5.642198 -0.421823 -3.434825 0.0 0.1 -0.1
N -4.885781 0.247874 -4.112810 -0.1 0.0 0.0
O -5.118046 0.733068 -5.193749 0.0 -0.1 0.1
C -3.532530 0.445259 -3.568972 0.5 -0.1 -0.1
C -2.498966 0.293784 -4.423150 -0.4 0.1 0.0
C -1.154645 0.363880 -3.952609 0.3 0.0 0.2
C -0.034387 0.223596 -4.791485 0.0 0.1 0.1
C 1.225976 0.276619 -4.244467 -0.2 0.0 0.0
C 1.361540 0.469033 -2.868792 0.4 0.0 0.1
N 0.315430 0.631566 -2.078076 0.6 0.8 1.9
C -0.927271 0.570833 -2.587192 -0.2 0.0 -0.4
C -2.022777 0.747772 -1.694782 -0.3 -0.1 -0.2
N -1.732586 0.969461 -0.399589 1.5 0.6 0.8
C -2.718297 1.196445 0.451615 0.0 0.0 0.2
C -4.057888 1.175747 0.070738 0.0 0.0 -0.2
C -4.378796 0.913779 -1.241414 0.1 0.0 0.2
C -3.343133 0.696299 -2.168234 -0.1 0.0 0.1
H -2.699943 0.105923 -5.470075 0.0 0.0 0.0
H -0.175616 0.089750 -5.856272 0.0 0.0 0.0
H 2.109274 0.180988 -4.858534 0.0 0.0 0.0
H 2.333868 0.493008 -2.389938 0.0 0.0 0.0
H -2.433669 1.405507 1.474478 0.0 0.0 0.0
H -4.830885 1.367174 0.800264 0.0 0.0 0.0
H -5.413216 0.877612 -1.547305 0.0 0.0 -0.1
C 1.863832 4.430439 -1.576989 -0.1 0.0 0.2
C 0.675709 4.644544 -0.637720 0.2 -0.3 -0.2
As 0.732782 3.317863 0.804343 -0.1 0.2 -0.5
C 2.451880 3.625798 1.697367 0.1 -0.3 -0.2
C 2.644569 5.044228 2.227820 -0.2 0.0 -0.1
C -0.627162 3.879740 2.112139 -0.1 -0.2 -0.1
C -0.887387 5.383351 2.156580 0.2 0.0 -0.1
H 1.792703 5.087384 -2.442019 0.0 0.0 0.0
H 1.891108 3.394920 -1.925096 0.1 0.0 -0.1
H 2.802744 4.649942 -1.068732 0.0 0.0 -0.1
H -0.266329 4.511796 -1.173273 0.0 0.0 0.1
H 0.685828 5.651193 -0.221162 -0.1 -0.1 0.2
H 3.221156 3.379700 0.962744 -0.1 -0.1 0.0
H 2.539905 2.900260 2.507223 0.0 0.0 -0.1
H 2.349684 5.799909 1.498523 0.1 0.0 0.0
H 3.696957 5.202943 2.458951 0.0 0.0 0.0
H 2.077646 5.207720 3.143270 0.0 0.0 0.0
H -0.294807 3.511403 3.084751 0.0 -0.1 -0.1
H -1.554177 3.363067 1.858091 0.1 -0.1 0.0
H 0.011891 5.937598 2.416908 0.0 0.1 0.0
H -1.637324 5.597010 2.916986 0.0 0.0 0.0
H -1.261755 5.753743 1.203039 0.0 0.0 0.0
C -2.060307 -3.126884 -3.482891 -0.1 0.0 -0.1
C -0.672572 -3.064662 -3.492839 0.0 0.1 0.0
C 0.011410 -2.720439 -2.337759 0.0 0.1 0.1
C -0.688355 -2.452576 -1.164483 -0.1 0.1 0.0
C -2.077520 -2.498972 -1.159998 0.1 0.0 0.0
C -2.760779 -2.841448 -2.320429 -0.1 0.1 0.0
As 0.340188 -2.016708 0.440954 -1.2 0.1 -0.7
C -0.918037 -2.537212 1.813368 0.1 0.0 0.1
C -1.919062 -1.770087 2.383024 0.0 0.1 0.0
C -2.748910 -2.323444 3.348487 0.0 0.1 0.0
C -2.553172 -3.637470 3.751450 0.0 0.0 0.0
C -1.538738 -4.404491 3.197310 0.0 0.0 -0.1
C -0.712605 -3.863228 2.217035 -0.1 0.2 0.0
C 0.374771 -4.565929 1.518105 0.2 0.0 -0.2
C 0.699471 -5.909719 1.670878 0.0 0.1 0.1
C 1.722719 -6.469356 0.921625 0.0 0.0 0.0
C 2.431403 -5.698065 0.010553 0.0 -0.1 0.0
C 2.126860 -4.352665 -0.149535 0.1 0.1 -0.1
C 1.099374 -3.802351 0.592290 0.4 0.1 0.3
H -2.596586 -3.404355 -4.381588 0.0 0.0 0.0
H -0.122791 -3.288032 -4.398484 0.0 0.0 0.0
H 1.095722 -2.674507 -2.339694 0.0 -0.1 -0.1
H -2.621234 -2.297094 -0.243617 -0.1 0.0 0.0
H -3.842956 -2.891089 -2.305301 0.0 0.0 0.0
H -2.053103 -0.739465 2.074572 0.0 0.0 0.0
H -3.529632 -1.723490 3.796452 0.0 0.0 0.0
H -3.190878 -4.067542 4.511577 0.0 0.0 0.0
H -1.407910 -5.425129 3.529802 0.0 0.0 0.0
H 0.155712 -6.519475 2.379566 0.0 0.0 0.0
H 1.963666 -7.516204 1.044563 0.0 0.0 0.0
H 3.222974 -6.146741 -0.573403 0.0 0.0 0.0
H 2.696856 -3.758635 -0.853225 0.0 0.0 0.0
```
Positions in Å, forces in eV/Å.

Computed properties:
Total charge: +2
Total energy: -8887.73943 hartree
HOMO: -12.8486 eV
Orbital gap: 5.6 eV